Molecular formula: C26H47Cl13FN5O5P
Method: DFT, the ωB97M-V functional and the def2-TZVPD basis

As for the frontier orbital gap: 8.51 eV. The calculation puts the highest occupied orbital energy at -11.27 eV. Its charge is +1. The total energy comes out at -8092.2348 Ha. The value obtained for the molar mass is 1020.6 g mol⁻¹. As for the multiplicity: 1.

Last column: Mulliken charge in e.
Geometry (Å):
C (-3.209, 1.545, -6.583)  0.191
C (-0.495, -2.419, 3.846)  -0.283
H (-4.297, -2.268, 1.533)  0.484
C (-3.520, -1.636, -2.687)  -1.419
H (-3.916, 1.839, -7.350)  0.374
Cl (-0.079, 0.983, -7.531)  -0.170
H (-6.159, -1.698, -2.602)  0.389
H (0.512, 3.501, -0.154)  1.365
C (-0.299, -1.543, -0.671)  -0.234
H (2.062, 6.009, 5.004)  0.369
H (1.320, 0.797, 0.889)  1.011
C (-3.469, -2.084, 0.851)  -0.702
H (1.707, -6.717, 1.381)  0.409
H (-2.205, 4.962, 6.285)  0.250
H (3.011, 3.753, 2.572)  0.333
H (1.957, -1.773, -1.822)  0.581
H (0.752, -0.322, -3.488)  0.060
H (-4.133, -1.700, -3.578)  0.435
H (-6.253, -2.636, -1.064)  0.362
H (5.605, -1.777, 6.328)  0.292
H (2.495, -5.669, 2.530)  0.291
O (-0.833, 4.049, 2.978)  -0.421
H (-5.433, -3.295, -2.492)  0.419
C (2.803, -1.201, -1.451)  -0.929
C (-5.656, -2.385, -1.933)  -1.108
C (-1.295, 5.279, 6.780)  0.250
N (2.211, 3.349, 2.095)  -0.135
H (1.145, 5.381, 3.612)  -0.284
C (0.155, 2.477, -0.077)  -0.085
Cl (-1.453, 5.110, 0.717)  -0.183
C (4.619, -2.223, 6.357)  -0.378
H (-3.316, -1.007, 0.831)  0.134
H (4.203, -1.644, 0.104)  0.635
Cl (-3.514, -0.144, -6.146)  -0.108
O (4.166, 1.879, 0.940)  -0.449
N (-4.390, -1.725, -1.484)  -0.049
Cl (0.534, -1.847, 5.157)  -0.093
C (-0.644, 2.439, 1.269)  -0.514
H (-1.067, -1.711, -3.312)  0.497
N (-0.488, -0.315, -0.570)  0.340
O (-3.669, -3.796, -0.721)  -0.539
Cl (-0.760, -1.146, 2.637)  -0.042
C (1.402, 1.534, 0.099)  -1.309
H (0.838, -0.816, -8.741)  0.354
N (2.200, -3.759, 0.029)  -0.341
H (-0.011, -3.259, 3.360)  -0.019
H (-2.870, -2.514, -2.688)  0.564
C (-3.825, -2.633, -0.509)  0.488
H (3.090, -2.827, 1.622)  0.588
H (-1.623, 1.724, -0.871)  0.414
H (-0.172, 1.112, -3.652)  0.347
Cl (4.203, -2.781, 4.727)  -0.067
C (-0.930, 3.820, 1.828)  0.172
H (-2.639, 0.060, -1.764)  -0.169
P (2.777, 2.742, 0.596)  -0.451
H (3.294, -5.977, 0.970)  0.353
H (1.799, 2.620, 2.675)  0.239
O (0.400, -4.556, 1.253)  -0.470
C (2.345, -5.847, 1.470)  -1.301
H (3.035, -0.495, 0.616)  -0.638
Cl (-0.898, 4.106, 8.044)  -0.167
F (1.603, 2.192, -2.033)  -0.271
C (0.060, -0.722, -7.993)  -0.280
H (-3.296, 0.325, -3.407)  0.314
C (-0.642, 1.868, -1.302)  -2.451
H (-1.454, -2.722, 4.249)  0.456
H (4.612, -3.074, 7.027)  0.296
H (3.601, 0.761, -1.275)  0.675
H (1.593, -3.602, -0.766)  0.330
C (1.632, 6.252, 4.038)  0.246
C (3.143, -1.415, 0.053)  0.183
C (0.106, 0.500, -1.591)  1.245
C (1.540, -4.686, 0.923)  0.546
H (-2.599, -2.560, 1.278)  -0.051
Cl (2.931, 6.760, 2.947)  -0.179
C (2.429, -2.544, 0.803)  -0.388
Cl (0.475, -1.736, -6.606)  -0.120
H (-0.891, -1.052, -8.394)  0.236
H (-1.458, -0.557, -4.529)  0.354
H (-2.188, 1.611, -6.951)  -0.262
Cl (-1.541, 6.898, 7.437)  -0.144
H (-1.575, 1.882, 1.194)  0.865
H (1.525, -2.166, 1.301)  -0.197
H (3.960, 1.202, 1.603)  0.363
O (-0.459, -2.677, -0.857)  -0.361
H (-0.842, 2.513, -2.147)  0.684
H (-0.039, 1.940, 2.014)  0.096
C (-0.118, 0.198, -3.075)  -1.413
N (1.518, 0.994, -1.286)  1.439
Cl (-3.386, 2.628, -5.195)  -0.154
Cl (3.470, -1.020, 6.953)  -0.135
H (2.865, 0.505, -2.804)  0.473
H (3.654, -1.573, -2.008)  0.651
C (-2.695, -0.315, -2.778)  0.530
H (-0.478, 5.315, 6.070)  -0.193
Cl (0.426, 7.521, 4.257)  -0.138
C (-1.343, -0.669, -3.447)  -0.869
C (2.743, 0.295, -1.750)  -1.306

***

Molecular formula: CH7NO
Method: DFT, the ωB97M-V functional and the def2-TZVPD basis

As for the frontier orbital gap (spin up / spin down): 14.47 / 9.17 eV. The calculation puts the highest occupied orbital energy (spin up / spin down) at -18.28 / -17.73 eV. Its charge is +1. The total energy comes out at -171.9199 Ha. The calculation puts the relative energy (zero: lowest compared OMol25 entry of this formula, charge and spin) at 81.5 kJ/mol. The value obtained for the molar mass is 49.1 g mol⁻¹. As for the expectation value of S²: 0.75. As for the multiplicity: 2.

Last column: Mulliken spin population.
Geometry (Å):
H (-0.744, 1.265, -0.586)  -0.003
O (-0.648, -0.148, 1.955)  0.904
H (-0.353, -1.305, -0.377)  0.003
H (1.210, -0.788, -1.160)  0.001
C (0.195, -0.548, -0.925)  -0.004
H (-0.269, 0.493, 0.834)  -0.004
H (0.871, 1.266, -0.167)  -0.004
H (-0.408, -0.515, -1.819)  0.004
N (0.016, 0.722, -0.197)  0.122
H (0.130, -0.442, 2.441)  -0.020

***

Molecular formula: C42H96O24S9
Method: DFT, the ωB97M-V functional and the def2-TZVPD basis

As for the frontier orbital gap: 10.06 eV. The calculation puts the highest occupied orbital energy at -9.74 eV. Its charge is 0. The total energy comes out at -7047.1132 Ha. The value obtained for the molar mass is 1273.8 g mol⁻¹. As for the multiplicity: 1.

Last column: Mulliken charge in e.
Geometry (Å):
C (-12.796, -15.145, 10.776)  -1.057
H (-13.201, -14.342, 10.173)  0.426
H (-12.063, -18.545, 10.386)  0.114
H (-11.341, -17.522, 9.083)  -0.275
H (-14.225, -21.685, 2.789)  -0.559
S (-10.585, -19.635, 1.160)  1.267
H (-13.013, -22.238, 5.123)  -0.888
H (-12.861, -18.935, 0.898)  -1.457
H (-8.330, -21.139, 7.231)  0.229
C (-15.182, -17.376, 5.243)  -0.179
H (-11.079, -24.096, 10.885)  0.298
H (-13.673, -19.375, 2.788)  -1.247
H (-16.304, -17.739, 8.516)  -0.468
H (-17.439, -18.892, 7.073)  -0.669
C (-11.776, -17.506, 10.089)  0.349
O (-14.863, -19.984, 0.881)  0.083
C (-7.177, -22.295, 4.319)  -0.702
H (-17.520, -17.750, 9.682)  0.580
C (-12.875, -13.571, 6.190)  -0.658
H (-19.817, -18.211, 6.338)  0.329
H (-12.448, -21.972, 10.875)  0.394
C (-9.258, -19.047, 0.071)  -0.780
H (-14.875, -20.012, 5.024)  -0.423
H (-10.923, -14.602, 11.746)  0.371
O (-10.050, -20.698, 5.577)  0.117
H (-8.567, -23.085, 6.084)  -0.116
H (-15.627, -12.774, 1.814)  0.226
O (-16.454, -14.990, 0.341)  -0.594
H (-19.847, -17.863, 1.131)  0.373
C (-14.837, -12.892, 1.050)  -0.837
H (-14.465, -18.553, 6.951)  0.788
H (-9.253, -16.224, 5.798)  0.638
C (-13.908, -22.690, 3.139)  0.060
C (-13.524, -13.307, 1.795)  0.099
H (-9.159, -21.774, 3.443)  0.189
H (-8.488, -18.530, 0.677)  0.275
C (-14.895, -20.226, -0.521)  -0.769
H (-12.664, -12.579, 5.776)  0.308
H (-18.064, -17.327, 0.992)  -0.080
C (-12.017, -24.096, 10.303)  -0.662
H (-9.541, -18.223, -1.945)  0.445
H (-12.359, -13.798, 0.076)  0.588
C (-14.134, -18.223, 5.973)  -0.936
C (-11.884, -18.544, 0.607)  1.747
H (-13.146, -13.382, 7.253)  0.135
H (-16.420, -14.468, 4.205)  0.120
H (-13.213, -20.095, 5.394)  -0.208
H (-18.813, -19.680, 0.025)  0.639
H (-11.127, -23.750, 7.054)  -0.415
O (-13.002, -25.011, 5.091)  -0.746
O (-7.905, -17.255, 2.063)  -0.586
H (-11.998, -14.152, 6.179)  0.229
C (-19.392, -17.804, 7.244)  -0.797
C (-7.567, -22.591, 5.801)  -0.182
H (-6.741, -20.690, 6.647)  0.372
H (-7.922, -20.543, 3.146)  0.253
H (-16.155, -17.857, 5.169)  -1.001
H (-8.487, -15.876, 3.510)  -0.012
H (-11.666, -24.797, 1.876)  0.448
C (-18.187, -18.576, 7.803)  0.275
O (-19.399, -19.789, 4.705)  -0.842
H (-17.319, -19.636, 1.125)  -0.428
H (-13.805, -14.826, 4.892)  0.124
O (-10.880, -21.018, 0.750)  -0.885
S (-15.249, -14.259, -0.044)  0.978
H (-7.236, -23.192, 3.738)  0.396
H (-12.087, -17.643, -1.304)  0.231
C (-11.697, -24.697, 8.916)  -0.804
H (-12.955, -12.478, 2.142)  0.678
C (-13.414, -18.785, 3.705)  1.209
H (-12.050, -14.891, 1.431)  0.210
O (-13.589, -16.150, 3.585)  -0.302
H (-14.464, -19.362, -1.030)  0.226
H (-16.793, -21.615, 7.805)  0.253
H (-18.037, -13.322, 2.617)  0.415
O (-10.281, -17.573, 7.016)  -0.444
C (-10.208, -16.709, 5.896)  0.288
C (-12.800, -14.333, 0.867)  -0.933
O (-17.042, -20.043, 3.790)  -0.454
H (-16.991, -22.770, 6.438)  0.268
H (-14.459, -21.252, -0.735)  0.166
H (-14.741, -23.153, 3.672)  0.579
S (-18.435, -19.618, 3.620)  1.102
C (-17.900, -14.348, 2.849)  -0.719
C (-13.509, -23.539, 1.913)  -0.611
H (-13.162, -17.736, 6.122)  -0.512
H (-13.252, -15.089, 11.713)  0.457
C (-11.529, -18.528, -0.894)  -0.568
H (-19.272, -17.415, 3.574)  0.480
H (-12.330, -18.555, 3.775)  -0.319
C (-12.670, -22.554, 4.132)  1.401
O (-10.502, -21.140, 9.012)  -0.752
H (-8.310, -17.880, 2.716)  0.195
O (-10.201, -19.390, 2.527)  -0.062
O (-15.113, -13.752, -1.387)  -0.773
H (-13.590, -22.717, 9.559)  0.292
H (-10.250, -17.224, 4.932)  -0.367
C (-18.403, -19.440, 1.029)  0.067
O (-15.222, -21.871, 6.447)  -0.020
H (-10.775, -14.989, 9.967)  0.272
H (-18.312, -15.508, 9.011)  0.550
H (-11.187, -17.095, 12.163)  0.344
H (-20.082, -20.437, 2.156)  0.395
H (-18.684, -14.611, 3.668)  0.078
O (-17.967, -16.261, 5.747)  -0.464
C (-7.783, -15.988, 2.724)  -0.447
H (-12.656, -24.916, 8.387)  0.249
C (-12.539, -24.666, 2.467)  -1.030
H (-14.741, -12.035, 0.371)  0.506
H (-6.729, -15.889, 3.123)  0.225
S (-14.419, -17.321, 3.620)  0.969
H (-12.769, -24.660, 10.865)  0.385
C (-18.522, -17.952, 3.012)  0.645
S (-8.734, -20.377, 5.240)  1.369
H (-11.085, -15.991, 5.969)  -0.477
S (-12.123, -24.267, 4.191)  1.300
H (-13.611, -15.979, -0.504)  0.348
H (-6.815, -23.171, 6.334)  0.473
O (-16.499, -14.561, 3.233)  0.024
O (-19.866, -15.243, 7.080)  -0.899
H (-15.381, -16.357, 5.427)  1.139
H (-20.225, -17.742, 7.986)  0.349
O (-12.581, -21.447, 7.694)  -0.565
O (-8.427, -18.970, 5.228)  -0.929
S (-13.398, -16.642, 10.021)  1.060
H (-17.098, -20.981, 6.110)  -0.091
S (-18.793, -16.223, 6.915)  1.285
C (-10.944, -16.795, 11.128)  -0.758
C (-12.573, -22.689, 10.015)  -0.734
C (-16.646, -21.750, 6.715)  -0.331
H (-13.102, -25.592, 2.512)  0.402
H (-18.165, -15.003, 1.978)  0.165
O (-14.055, -14.149, 5.601)  -0.341
H (-11.814, -21.934, 3.793)  -0.292
H (-15.316, -19.101, 0.984)  -0.236
C (-10.012, -18.179, -0.956)  -0.796
C (-8.282, -21.333, 3.820)  -0.548
H (-17.502, -17.546, 3.207)  -1.048
H (-14.724, -21.551, 7.204)  0.004
C (-10.934, -23.633, 8.126)  0.038
O (-15.383, -17.536, 2.540)  0.422
H (-9.981, -17.090, -0.670)  0.233
H (-8.010, -15.202, 2.032)  0.358
H (-18.427, -19.462, 8.384)  0.618
H (-18.594, -21.388, 2.042)  0.490
H (-9.877, -18.398, 6.778)  0.198
H (-13.804, -13.798, 2.756)  -0.438
O (-13.845, -16.438, 8.665)  -0.260
C (-13.954, -19.405, 5.012)  0.933
C (-17.358, -17.557, 8.667)  -0.098
C (-18.987, -20.392, 2.130)  -1.277
C (-11.216, -15.264, 10.914)  -0.592
C (-17.715, -16.098, 8.329)  -0.841
O (-10.743, -24.386, 4.418)  -0.694
H (-15.934, -20.237, -0.762)  0.290
H (-9.923, -23.668, 8.453)  0.450
H (-13.055, -22.899, 1.161)  0.045
H (-6.200, -21.811, 4.292)  0.323
C (-18.786, -18.048, 1.463)  -0.147
H (-11.749, -17.563, 1.157)  -0.102
H (-11.673, -19.497, -1.395)  0.443
H (-14.125, -15.968, 1.187)  -0.943
O (-14.408, -17.220, 10.889)  -0.805
C (-13.881, -15.307, 0.348)  0.803
H (-11.143, -25.566, 9.142)  0.463
H (-16.850, -15.534, 8.012)  0.285
S (-11.636, -22.007, 8.646)  1.194
H (-9.920, -16.966, 10.944)  0.413
H (-14.469, -23.943, 1.581)  0.489
C (-7.669, -21.189, 6.405)  -1.056
H (-8.814, -19.833, -0.458)  0.535